DFT (ωB97M-V with the def2-TZVPD basis set) results for C14H34CuN6O2STe as an isolated structure.

Last column: Löwdin spin population.
Geometry (Å):
Cu: 0.327 -0.135 0.082  0.69
C: 1.783 -0.385 2.645  0.00
C: 0.350 -0.803 2.961  0.00
N: -0.414 -1.129 1.733  0.06
C: -1.862 -0.836 1.850  0.00
C: -2.133 0.664 1.951  0.01
S: -1.036 1.671 0.906  0.09
C: 0.148 2.347 2.121  0.01
C: 1.607 1.987 1.846  0.00
N: 1.845 0.570 1.527  0.00
H: 2.248 0.018 3.551  0.00
H: 2.366 -1.261 2.354  0.00
H: 0.353 -1.657 3.642  0.00
H: -0.176 -0.004 3.476  0.00
H: -0.328 -2.124 1.549  0.00
H: -2.330 -1.232 0.947  0.00
H: -2.289 -1.349 2.717  0.00
H: -3.153 0.862 1.622  0.00
H: -2.065 1.042 2.970  0.00
H: 0.055 3.432 2.083  0.00
H: -0.176 2.044 3.114  0.00
H: 1.957 2.562 0.987  0.00
H: 2.199 2.301 2.713  0.00
H: 2.768 0.510 1.115  0.00
N: 1.111 -1.751 -0.966  0.06
C: 1.057 -1.420 -2.422  0.00
C: 2.474 -1.436 -3.027  0.00
C: 2.816 -0.547 -4.231  0.00
C: 1.958 -0.645 -5.492  0.00
N: 1.654 -2.021 -5.907  0.00
C: 0.419 -2.488 -6.128  0.00
N: -0.643 -1.914 -5.581  0.00
N: 0.267 -3.583 -6.880  0.00
C: 0.319 -0.090 -2.597  0.01
O: -0.320 0.110 -3.629  0.01
O: 0.383 0.724 -1.612  0.06
H: 2.083 -1.857 -0.687  0.00
H: 0.668 -2.646 -0.789  0.00
H: 0.441 -2.184 -2.903  0.00
H: 2.716 -2.473 -3.268  0.00
H: 3.175 -1.146 -2.238  0.00
H: 3.851 -0.787 -4.485  0.00
H: 2.824 0.505 -3.938  0.00
H: 2.463 -0.144 -6.318  0.00
H: 1.018 -0.129 -5.347  0.00
H: 2.406 -2.558 -6.308  0.00
H: -0.574 -1.146 -4.899  0.00
H: -1.566 -2.215 -5.848  0.00
H: 1.023 -3.946 -7.433  0.00
H: -0.635 -4.015 -6.987  0.00
C: -4.607 -1.801 -1.042  0.00
Te: -2.823 -1.255 -2.057  0.00
C: -3.254 0.825 -2.086  0.00
H: -4.664 -1.306 -0.075  0.00
H: -4.604 -2.878 -0.898  0.00
H: -5.458 -1.522 -1.656  0.00
H: -4.188 0.978 -2.617  0.00
H: -2.438 1.317 -2.609  0.00
H: -3.333 1.214 -1.074  0.00

The net charge is +2. The value obtained for the HOMO-LUMO gap (alpha / beta) is 0.2903 / 0.2370 hartree. The expectation value of S² is 0.753. The relative energy (zero: lowest compared OMol25 entry of this formula, charge and spin) comes out at 0.000 eV. The multiplicity is 2. The calculation puts the calculated total energy at -3339.12295 Eh.